Entry 1:
{"formula": "C4H8N2O2", "method": "ωB97M-V/def2-TZVPD", "elements": ["C", "C", "C", "C", "H", "H", "H", "H", "H", "H", "H", "H", "N", "N", "O", "O"], "xyz": [[0.206, 1.564, 0.567], [0.004, 0.738, -0.552], [-3.139, -0.881, -0.002], [2.692, -1.282, -0.008], [-0.207, 2.665, 0.407], [1.280, 1.561, 0.482], [0.036, 1.150, 1.572], [0.251, 0.993, -1.599], [-3.458, -2.048, 0.746], [-3.746, -0.187, -0.984], [2.321, -2.144, 0.506], [3.924, -1.097, 0.073], [-1.783, -0.779, 0.237], [2.103, -0.179, -0.468], [-1.321, 0.256, -0.775], [0.838, -0.331, -0.201]], "atomic_forces_ev_per_a": [[0.08, 5.57, 1.50], [-1.88, -2.82, -2.25], [3.78, -1.95, 0.74], [4.78, 4.43, -0.98], [0.78, -2.26, 0.69], [0.73, 1.37, 0.66], [-0.65, -0.06, -0.70], [0.23, 1.01, 0.75], [0.30, 4.19, -2.68], [1.87, -2.49, 3.45], [-0.91, -0.08, 0.01], [-3.50, -0.89, -0.67], [-5.27, 1.93, -2.94], [3.25, -3.78, 1.47], [-0.33, -1.59, 1.36], [-3.26, -2.58, -0.43]], "nbo_charge": [-0.661, 0.350, -0.185, -0.163, 0.208, 0.238, 0.246, 0.201, 0.240, 0.253, 0.195, 0.177, -0.148, -0.117, -0.442, -0.391], "largest_force_ev_per_a": 6.59, "homo_ha": -0.3415, "homo_lumo_gap_ev": 9.930, "de_lowest_ev": 9.958}

***

Entry 2:
{"formula": "C4H6N2O2", "method": "ωB97M-V/def2-TZVPD", "elements": ["C", "C", "C", "C", "H", "H", "H", "H", "H", "H", "N", "N", "O", "O"], "xyz": [[-2.412, 0.928, 0.104], [-2.022, -0.281, -0.214], [0.446, -0.166, -0.188], [2.654, -0.143, 0.047], [-3.489, 1.025, 0.402], [-1.712, 1.782, 0.342], [-2.671, -1.235, -0.263], [-0.610, -1.730, 0.233], [2.823, -0.199, 1.298], [3.482, -0.504, -0.613], [-0.755, -0.789, -0.473], [0.769, 1.113, -0.410], [2.074, 1.226, -0.242], [1.423, -1.026, -0.021]], "atomic_forces_ev_per_a": [[-0.79, 1.62, 1.41], [-1.14, -2.64, 0.03], [-0.69, 4.27, -2.36], [-2.31, 0.22, 3.93], [1.18, 0.17, -0.59], [-0.86, -1.17, -0.70], [0.25, 2.23, 0.03], [-0.94, 2.88, -2.98], [0.47, 0.36, -3.61], [-0.92, 0.55, 0.56], [2.03, -3.67, 3.46], [-4.10, -3.47, 0.83], [4.60, -1.87, 0.18], [3.22, 0.54, -0.19]], "nbo_charge": [-0.475, -0.017, 0.574, 0.176, 0.216, 0.237, 0.197, 0.389, 0.173, 0.206, -0.592, -0.212, -0.366, -0.504], "largest_force_ev_per_a": 5.44, "smiles": "C=CNC1=NOCO1", "homo_ha": -0.2998, "homo_lumo_gap_ev": 8.720, "de_lowest_ev": 5.417}

***

Entry 3:
{"formula": "C39H40AsCl2N2OPdSSe", "method": "ωB97M-V/def2-TZVPD", "elements": ["Pd", "Cl", "C", "C", "C", "C", "C", "Cl", "C", "S", "H", "H", "H", "C", "C", "C", "C", "N", "C", "Se", "N", "C", "C", "C", "C", "C", "C", "C", "C", "C", "C", "H", "H", "H", "H", "H", "H", "H", "H", "H", "H", "H", "H", "H", "H", "H", "H", "H", "H", "H", "H", "H", "H", "O", "As", "C", "C", "C", "C", "C", "C", "C", "C", "C", "C", "C", "C", "C", "C", "C", "C", "C", "C", "H", "H", "H", "H", "H", "H", "H", "H", "H", "H", "H", "H", "H", "H", "H"], "xyz": [[-0.314, -0.674, 0.244], [-0.943, -0.472, 2.610], [-1.015, 1.238, 2.896], [-1.164, 1.684, 4.196], [-1.292, 3.045, 4.457], [-1.248, 3.961, 3.422], [-1.070, 3.524, 2.119], [-1.002, 4.658, 0.841], [-0.963, 2.143, 1.819], [-0.822, 1.698, 0.157], [-1.200, 0.974, 5.008], [-1.441, 3.386, 5.470], [-1.372, 5.016, 3.614], [4.882, -1.868, 1.923], [5.072, -0.424, 2.355], [3.976, 0.077, 3.296], [2.575, 0.127, 2.667], [2.481, 1.074, 1.575], [2.369, 0.789, 0.261], [1.979, -0.941, -0.433], [2.399, 1.922, -0.461], [2.356, 2.036, -1.904], [3.682, 2.543, -2.481], [4.862, 1.622, -2.190], [6.151, 2.155, -2.785], [2.485, 2.986, 0.411], [2.482, 4.361, 0.199], [2.510, 5.167, 1.318], [2.566, 4.630, 2.610], [2.591, 3.269, 2.833], [2.541, 2.446, 1.711], [5.800, -2.253, 1.493], [4.098, -1.967, 1.165], [4.622, -2.492, 2.774], [5.152, 0.227, 1.481], [6.018, -0.346, 2.894], [4.242, 1.066, 3.671], [3.920, -0.593, 4.156], [1.850, 0.425, 3.431], [2.305, -0.867, 2.289], [1.549, 2.726, -2.169], [2.121, 1.048, -2.313], [3.901, 3.539, -2.091], [3.554, 2.639, -3.560], [4.662, 0.625, -2.595], [4.993, 1.506, -1.109], [6.074, 2.241, -3.869], [6.982, 1.494, -2.557], [6.380, 3.151, -2.405], [2.460, 4.784, -0.792], [2.501, 6.237, 1.198], [2.594, 5.301, 3.452], [2.657, 2.871, 3.832], [-2.312, -1.000, -0.785], [-3.234, -2.229, -1.401], [-2.882, -2.187, -3.333], [-2.280, -3.211, -4.039], [-1.918, -2.983, -5.361], [-2.178, -1.757, -5.949], [-2.814, -0.752, -5.238], [-3.179, -0.965, -3.919], [-2.793, -3.780, -0.289], [-2.145, -4.939, -0.677], [-1.823, -5.888, 0.284], [-2.145, -5.671, 1.614], [-2.806, -4.514, 1.995], [-3.128, -3.560, 1.046], [-5.101, -1.737, -1.137], [-5.415, -0.550, -0.491], [-6.747, -0.259, -0.236], [-7.740, -1.130, -0.659], [-7.418, -2.308, -1.316], [-6.089, -2.612, -1.572], [-2.106, -4.185, -3.596], [-1.436, -3.772, -5.922], [-1.895, -1.591, -6.978], [-3.024, 0.199, -5.704], [-3.683, -0.188, -3.349], [-1.893, -5.127, -1.715], [-1.315, -6.793, -0.011], [-1.881, -6.410, 2.355], [-3.071, -4.354, 3.030], [-3.655, -2.648, 1.327], [-4.626, 0.124, -0.174], [-7.011, 0.647, 0.289], [-8.779, -0.883, -0.491], [-8.194, -2.983, -1.642], [-5.827, -3.522, -2.098]], "atomic_forces_ev_per_a": [[-2.23, -0.53, -1.18], [0.02, -0.24, 0.58], [-0.03, 0.46, 0.83], [0.12, -0.93, -0.53], [-0.01, 0.34, -0.31], [-0.03, 0.11, -0.16], [-0.13, 0.56, 0.09], [-0.08, 0.00, 0.21], [0.15, -0.40, -1.23], [0.04, -0.16, 0.80], [-0.04, -0.11, 0.07], [0.00, 0.01, 0.12], [0.05, 0.11, 0.01], [0.00, 0.18, -0.05], [-0.05, 0.02, 0.21], [0.04, 0.01, -0.30], [0.29, -0.51, 0.82], [-0.21, -0.13, -0.86], [0.24, 0.60, 0.20], [0.28, 0.34, 0.08], [-0.05, -0.75, 0.61], [0.17, 0.27, -0.95], [0.05, -0.31, 0.18], [-0.10, -0.01, 0.04], [0.06, 0.12, -0.15], [0.11, 0.06, 0.88], [0.00, 0.05, -0.02], [0.06, -0.13, -0.24], [-0.03, -0.20, 0.06], [0.03, -0.02, 0.09], [0.01, 0.58, -0.64], [0.03, -0.12, -0.14], [-0.05, -0.14, -0.03], [-0.05, -0.16, 0.07], [0.09, 0.10, -0.03], [-0.01, 0.10, -0.08], [-0.06, 0.02, 0.06], [-0.09, 0.06, 0.04], [-0.03, -0.08, -0.17], [-0.06, 0.20, 0.07], [-0.06, -0.16, 0.08], [-0.04, 0.11, 0.02], [-0.05, 0.05, -0.06], [-0.07, 0.07, -0.02], [-0.07, -0.06, -0.01], [-0.04, -0.01, 0.09], [0.01, -0.06, -0.03], [0.11, 0.02, 0.00], [0.05, -0.03, 0.09], [-0.04, 0.07, -0.12], [0.02, 0.16, -0.04], [0.04, 0.09, 0.14], [-0.01, -0.07, 0.13], [2.84, 2.39, 1.55], [-1.89, -2.25, -1.44], [-0.12, -0.15, 1.19], [0.24, -0.30, -0.09], [-0.07, -0.19, 0.16], [0.06, 0.00, -0.20], [-0.11, 0.10, 0.11], [0.02, 0.28, 0.06], [-0.25, 0.83, -0.42], [0.10, -0.14, -0.36], [0.02, 0.04, 0.00], [0.07, -0.07, -0.09], [-0.01, 0.16, 0.13], [-0.10, 0.19, -0.04], [0.72, -0.08, 0.00], [0.12, -0.01, 0.24], [0.03, 0.03, -0.10], [-0.11, 0.03, 0.02], [0.19, 0.03, -0.16], [0.09, -0.17, 0.07], [0.06, 0.13, -0.03], [-0.03, -0.03, -0.07], [0.02, 0.03, -0.04], [-0.06, 0.02, -0.06], [0.07, -0.05, -0.11], [-0.01, 0.01, 0.12], [0.01, -0.09, -0.02], [-0.02, -0.10, 0.07], [-0.04, -0.02, 0.06], [0.02, -0.18, 0.06], [-0.06, -0.02, 0.01], [-0.02, 0.09, -0.02], [0.00, -0.02, 0.09], [-0.06, -0.02, -0.03], [-0.06, -0.05, 0.02]], "mulliken_spin": [1.195, 0.093, 0.056, 0.021, 0.135, -0.039, 0.104, 0.047, 0.062, 0.935, 0.004, 0.001, 0.003, 0.015, 0.003, -0.004, 0.011, 0.008, -0.009, 0.933, 0.013, 0.011, 0.002, 0.002, 0.000, 0.022, -0.011, 0.013, 0.006, 0.009, -0.004, 0.000, 0.002, 0.000, 0.002, 0.000, 0.002, -0.001, 0.008, -0.012, 0.002, -0.003, 0.001, 0.000, 0.001, 0.001, 0.000, 0.000, 0.000, -0.001, 0.000, 0.000, 0.003, 0.302, -0.008, 0.017, -0.002, 0.003, 0.004, -0.003, 0.017, 0.018, -0.005, 0.000, 0.000, -0.005, -0.002, 0.024, -0.007, -0.001, -0.001, 0.002, -0.002, 0.001, 0.001, 0.000, 0.000, 0.000, 0.000, 0.000, 0.000, 0.000, 0.001, -0.001, 0.000, 0.000, 0.000, 0.001], "multiplicity": 5, "largest_force_ev_per_a": 4.02, "homo_ha": [-0.5816, -0.5813], "homo_lumo_gap_ev": [7.816, 3.731], "total_charge": 3, "de_lowest_ev": 1.474}